--- 1 ---
# C3H12N2O2

A cluster of 3 separate species, C3H12N2O2 in total (ωB97M-V/def2-TZVPD, the Open Molecules 2025 dataset).

XYZ file:
```
19
Properties=species:S:1:pos:R:3:lowdin_charge:R:1
O 1.36 0.54 2.22 -0.22
O -1.89 -0.63 -1.28 -0.27
N -1.06 1.99 -0.92 0.07
N 0.52 0.27 -1.01 0.09
C -0.07 1.28 -0.13 -0.26
C 0.28 -1.65 0.60 -0.09
C 1.22 -0.84 -0.33 -0.23
H 2.00 -0.31 0.27 0.11
H -2.58 -0.99 -1.80 -0.05
H -0.68 -1.85 0.09 0.06
H 1.70 -1.47 -1.13 0.13
H -1.73 1.25 -1.21 0.06
H 1.73 0.80 3.09 -0.03
H -0.48 0.77 0.75 0.15
H 0.04 -1.00 1.48 0.05
H 0.73 1.92 0.22 0.14
H 0.77 -2.58 0.93 0.09
H -1.50 2.71 -0.38 0.08
H -0.36 -0.20 -1.46 0.10
```

Computed properties:
LUMO level ... -0.1721 Eh
Charge ... 0
HOMO-LUMO gap ... 4.39 eV
HOMO ... -9.0707 eV


--- 2 ---
# C3H12N2O2

A cluster of 3 separate species, C3H12N2O2 in total (ωB97M-V/def2-TZVPD, the Open Molecules 2025 dataset).

XYZ file:
```
19
Properties=species:S:1:pos:R:3:lowdin_charge:R:1
O 2.24 -0.39 0.87 -0.23
O -2.21 -1.30 -0.71 -0.24
N 1.60 0.37 -1.80 0.07
N 0.24 1.06 0.06 0.05
C 0.28 0.16 -1.17 -0.23
C -0.95 1.04 0.91 -0.21
C -1.19 -0.35 1.71 -0.08
H -2.90 -1.96 -0.93 -0.03
H 1.09 0.38 0.51 0.08
H -0.50 -0.21 2.59 0.08
H -0.93 -1.21 1.06 0.04
H -1.09 1.93 1.54 0.11
H 2.33 0.22 -1.06 0.09
H -2.24 -0.60 2.03 0.09
H 0.01 -0.88 -0.92 0.14
H 2.83 -0.45 1.61 -0.02
H 1.72 -0.24 -2.54 0.04
H -0.63 0.43 -1.73 0.14
H -1.74 0.96 0.12 0.10
```

Computed properties:
LUMO level ... -0.1690 Eh
Charge ... 0
HOMO-LUMO gap ... 4.43 eV
HOMO ... -9.0336 eV


1 takes first place; second place is 83.4 kJ/mol up.


--- 1 ---
# C3H12N2O2

A cluster of 3 separate species, C3H12N2O2 in total (ωB97M-V/def2-TZVPD, the Open Molecules 2025 dataset).

XYZ file:
```
19
Properties=species:S:1:pos:R:3:lowdin_charge:R:1
O -2.99 1.74 -1.02 -0.09
O 3.28 -1.15 0.27 -0.07
N 0.17 -2.15 0.63 0.10
N -0.83 -0.08 0.03 0.00
C -0.85 -1.33 0.17 -0.29
C 0.39 0.67 0.16 -0.31
C 0.23 2.15 -0.16 -0.10
H 1.09 2.74 0.14 0.07
H -0.66 2.53 0.33 0.06
H 1.07 -1.97 0.26 0.04
H 0.82 0.59 1.16 0.11
H -1.78 -1.87 0.04 0.11
H -2.33 2.00 -1.69 0.03
H -2.72 0.87 -0.71 0.00
H 1.13 0.22 -0.52 0.10
H 0.06 2.31 -1.23 0.07
H 4.22 -1.18 0.43 0.04
H -0.06 -3.14 0.65 0.09
H 2.79 -0.98 1.11 0.04
```

Computed properties:
LUMO level ... 0.0197 Eh
Charge ... 0
SMILES ... CC/N=C\N.O.O
HOMO-LUMO gap ... 10.02 eV
HOMO ... -9.4825 eV


--- 2 ---
# C3H12N2O2

A cluster of 3 separate species, C3H12N2O2 in total (ωB97M-V/def2-TZVPD, the Open Molecules 2025 dataset).

XYZ file:
```
19
Properties=species:S:1:pos:R:3:lowdin_charge:R:1
O 2.89 5.47 1.34 -0.06
O -1.37 3.02 1.35 -0.07
N -0.55 -1.53 -0.45 -0.03
N -1.78 -3.16 0.65 0.10
C -0.95 -2.06 0.65 -0.31
C 0.35 -2.33 -1.30 -0.33
C 0.72 -1.58 -2.55 -0.13
H -0.49 2.74 1.08 0.03
H -2.25 -3.31 -0.22 0.10
H 1.57 -2.06 -3.05 0.06
H 1.10 -0.59 -2.29 0.07
H 3.09 5.13 0.46 0.03
H -0.07 -3.33 -1.50 0.09
H 3.42 6.27 1.43 0.03
H -1.30 3.98 1.41 0.03
H -0.05 -1.57 -3.31 0.07
H -1.85 -3.89 1.33 0.08
H -0.63 -1.72 1.64 0.11
H 1.25 -2.54 -0.71 0.10
```

Computed properties:
LUMO level ... 0.0298 Eh
Charge ... 0
SMILES ... CC/N=C\N.O.O
HOMO-LUMO gap ... 8.54 eV
HOMO ... -7.7310 eV


1 takes first place; second place is 156.1 kJ/mol up.


--- 1 ---
# C3H12N2O2

A cluster of 2 separate species, C3H12N2O2 in total (ωB97M-V/def2-TZVPD, the Open Molecules 2025 dataset).

XYZ file:
```
19
Properties=species:S:1:pos:R:3:lowdin_charge:R:1
O 0.81 0.60 -2.59 -0.06
O -2.09 1.98 0.83 -0.06
N 0.03 -0.25 2.37 0.00
N -0.21 -0.25 -0.60 -0.05
C 0.83 -0.99 0.10 -0.27
C -0.09 -0.36 -2.06 -0.28
C 1.13 -0.40 1.46 -0.30
H 1.81 -0.93 -0.40 0.11
H -2.83 1.47 1.18 0.04
H -0.01 0.72 -0.44 0.09
H -0.66 0.43 2.09 0.03
H -1.12 -0.32 -2.43 0.11
H 0.69 -2.08 0.12 0.11
H -0.41 -1.15 2.55 0.07
H 0.37 -1.30 -2.36 0.12
H 1.88 -1.02 1.96 0.11
H 1.66 0.54 1.33 0.11
H -2.15 1.93 -0.14 0.03
H 0.37 1.37 -2.98 0.08
```

Computed properties:
LUMO level ... 0.0200 Eh
Charge ... 0
SMILES ... NCCNCO.O
HOMO-LUMO gap ... 9.35 eV
HOMO ... -8.8071 eV


--- 2 ---
# C3H12N2O2

A structure of composition C3H12N2O2 (ωB97M-V/def2-TZVPD, the Open Molecules 2025 dataset).

XYZ file:
```
19
Properties=species:S:1:pos:R:3:lowdin_charge:R:1
O -0.63 -0.84 -0.59 -0.18
O 1.03 0.57 1.03 -0.13
N -2.27 1.47 -0.62 -0.01
N 1.87 -0.04 -0.44 0.00
C 2.96 -0.97 -0.23 -0.09
C -1.33 -0.50 0.50 -0.40
C -2.60 0.32 0.22 -0.28
H 3.85 -0.46 0.14 0.09
H -0.65 0.18 1.17 0.12
H 3.22 -1.49 -1.16 0.09
H 2.10 0.76 -1.03 0.13
H 1.65 1.17 1.50 0.05
H -3.10 1.91 -0.98 0.06
H -3.03 0.67 1.16 0.10
H 2.64 -1.71 0.50 0.09
H -1.72 1.14 -1.41 0.05
H -3.32 -0.36 -0.25 0.10
H 0.86 -0.47 -0.67 0.09
H -1.56 -1.35 1.17 0.12
```

Computed properties:
LUMO level (spin up / spin down) ... -0.0017 / -0.0557 Eh
Charge ... 0
HOMO-LUMO gap (spin up / spin down) ... 8.36 / 5.74 eV
HOMO (spin up / spin down) ... -8.4048 / -7.2529 eV


1 takes first place; second place is 459.1 kJ/mol up.


--- 1 ---
# C10H17NO2Si

An isolated molecule of C10H17NO2Si (ωB97M-V/def2-TZVPD, the Open Molecules 2025 dataset).

XYZ file:
```
31
Properties=species:S:1:pos:R:3:lowdin_charge:R:1
Si -0.77 1.57 -0.30 0.51
O 3.01 -1.06 2.03 0.04
O 1.40 -0.30 3.38 0.04
N 1.83 -0.98 2.42 -0.39
C 0.75 -0.87 -1.26 -0.37
C 1.12 -2.48 0.53 -0.28
C 1.85 -1.71 -0.59 -0.11
C -0.39 -1.85 -1.01 -0.07
C -0.24 -2.79 -0.05 -0.02
C -2.28 0.58 0.07 -0.18
C -1.35 2.71 -1.82 -0.20
C 0.67 0.52 -0.83 -0.08
C -0.22 2.82 1.02 -0.18
C 0.88 -1.62 1.71 0.04
H -2.52 -0.41 -0.47 0.06
H -1.92 1.99 -2.49 0.02
H -1.23 -1.65 -1.61 0.09
H 0.92 -0.78 -2.35 0.15
H 1.62 -3.45 0.93 0.19
H 2.17 -2.42 -1.41 0.14
H 0.85 2.77 0.99 0.00
H 1.57 1.14 -1.18 0.10
H -2.29 3.27 -1.50 0.03
H -2.15 0.24 1.06 0.01
H -0.82 3.53 -2.39 0.03
H -0.63 3.83 0.88 0.02
H -0.52 2.53 2.09 0.06
H -0.16 -1.39 2.02 0.15
H -3.13 1.18 0.15 0.01
H 2.75 -1.27 -0.23 0.09
H -0.78 -3.67 0.22 0.11
```

Computed properties:
LUMO level (spin up / spin down) ... -0.0193 / -0.0710 Eh
Charge ... 0
HOMO-LUMO gap (spin up / spin down) ... 9.07 / 6.42 eV
HOMO (spin up / spin down) ... -9.5997 / -8.3574 eV


--- 2 ---
# C10H17NO2Si

An isolated molecule of C10H17NO2Si (ωB97M-V/def2-TZVPD, the Open Molecules 2025 dataset).

XYZ file:
```
31
Properties=species:S:1:pos:R:3:lowdin_charge:R:1
Si 1.88 0.16 -0.13 0.53
O -2.26 3.00 1.31 0.06
O -3.26 1.29 2.23 0.03
N -2.67 1.84 1.29 -0.40
C -2.32 1.08 0.20 0.07
C 2.72 -1.12 -1.27 -0.18
C -2.65 -0.37 -0.06 -0.34
C 1.47 1.68 -1.17 -0.17
C -0.58 -1.40 0.34 -0.38
C -2.09 -0.83 -1.35 -0.08
C 0.32 -0.39 0.66 -0.10
C -2.04 -1.34 0.93 -0.09
C 3.09 0.48 1.32 -0.15
C -0.93 -1.43 -1.16 -0.03
H -0.14 -2.29 0.81 0.15
H -2.16 -0.66 1.90 0.15
H 0.47 1.82 -1.63 0.03
H 3.52 -0.86 -1.95 0.03
H -3.73 -0.49 0.03 0.15
H 3.70 1.31 1.09 0.02
H 3.76 -0.24 1.50 -0.03
H 0.17 0.18 1.58 0.08
H -2.66 -2.27 0.79 0.14
H -2.50 -0.43 -2.34 0.14
H 2.14 1.94 -1.91 -0.01
H 3.10 -1.89 -0.59 0.01
H -2.05 1.66 -0.64 0.11
H 1.70 2.50 -0.41 0.05
H 1.85 -1.80 -1.64 0.04
H -0.38 -1.78 -1.99 0.09
H 2.54 0.66 2.26 0.04
```

Computed properties:
LUMO level (spin up / spin down) ... -0.0168 / -0.0666 Eh
Charge ... 0
HOMO-LUMO gap (spin up / spin down) ... 9.06 / 6.48 eV
HOMO (spin up / spin down) ... -9.5130 / -8.2917 eV


1 takes first place; second place is 35.7 kJ/mol up.


--- 1 ---
# C3H6N4

An isolated molecule of C3H6N4 (ωB97M-V/def2-TZVPD, the Open Molecules 2025 dataset).

XYZ file:
```
13
Properties=species:S:1:pos:R:3:lowdin_charge:R:1
N -0.89 1.01 1.35 -0.03
N 0.13 -0.87 -1.25 -0.05
N -0.15 -0.31 -0.09 -0.28
N -1.04 0.69 0.06 0.07
C 0.92 -0.01 -2.16 -0.07
C 0.56 -0.64 0.98 -0.03
C 0.08 0.31 1.95 -0.14
H 1.07 -0.54 -3.13 0.09
H -0.70 -1.10 -1.71 0.10
H 1.31 -1.49 0.86 0.14
H 0.42 0.87 -2.42 0.05
H 1.91 0.28 -1.80 0.08
H 0.21 0.43 3.00 0.08
```

Computed properties:
LUMO level ... 0.0364 Eh
Charge ... 0
SMILES ... CNn1ccnn1
HOMO-LUMO gap ... 10.56 eV
HOMO ... -9.5720 eV


--- 2 ---
# C3H6N4

An isolated molecule of C3H6N4 (ωB97M-V/def2-TZVPD, the Open Molecules 2025 dataset).

XYZ file:
```
13
Properties=species:S:1:pos:R:3:lowdin_charge:R:1
N 0.54 1.84 -1.27 0.07
N 1.83 1.78 -1.14 -0.09
N 1.24 0.16 0.10 -0.03
N 2.24 0.73 -0.45 -0.03
C -0.84 -1.68 0.71 -0.14
C -1.31 -0.26 0.43 -0.12
C 0.12 0.72 -0.33 -0.13
H -0.35 -1.52 1.60 0.03
H -0.33 -2.10 -0.18 0.09
H -2.30 -0.16 -0.16 0.11
H 2.43 2.41 -1.54 0.12
H -1.82 -2.20 0.95 0.09
H -1.44 0.27 1.28 0.02
```

Computed properties:
LUMO level ... 0.0416 Eh
Charge ... 0
SMILES ... CCc1nn[nH]n1
HOMO-LUMO gap ... 11.02 eV
HOMO ... -9.8833 eV


--- 3 ---
# C3H6N4

An isolated molecule of C3H6N4 (ωB97M-V/def2-TZVPD, the Open Molecules 2025 dataset).

XYZ file:
```
13
Properties=species:S:1:pos:R:3:lowdin_charge:R:1
N -0.27 -0.95 2.01 -0.01
N 0.72 -0.06 2.10 -0.02
N 0.95 0.39 0.92 0.03
N 0.37 1.61 -1.59 -0.03
C 0.11 0.15 -1.44 -0.25
C -0.69 -1.05 0.71 -0.07
C 0.12 -0.25 0.01 -0.31
H -1.49 -1.69 0.41 0.11
H 0.92 -0.37 -2.00 0.12
H -0.55 -1.51 2.84 0.17
H -0.85 -0.15 -1.86 0.11
H -0.48 2.11 -1.23 0.08
H 1.14 1.78 -0.88 0.07
```

Computed properties:
LUMO level ... 0.0280 Eh
Charge ... 0
SMILES ... NCc1c[nH]nn1
HOMO-LUMO gap ... 10.23 eV
HOMO ... -9.4674 eV


--- 4 ---
# C3H6N4

An isolated molecule of C3H6N4 (ωB97M-V/def2-TZVPD, the Open Molecules 2025 dataset).

XYZ file:
```
13
Properties=species:S:1:pos:R:3:lowdin_charge:R:1
N 1.28 -0.29 0.37 0.10
N 1.26 1.65 -1.27 0.08
N -0.90 0.65 0.70 -0.03
N -2.05 0.90 0.29 0.10
C -0.23 -0.40 -0.03 -0.51
C 0.95 0.47 -1.05 -0.20
C -0.84 -1.61 -0.18 0.01
H 1.72 -1.20 0.31 0.12
H -1.91 -1.68 -0.02 0.04
H -2.42 1.64 0.91 0.07
H 1.51 0.23 1.22 0.13
H -0.32 -2.47 -0.58 0.04
H 1.95 2.11 -0.68 0.05
```

Computed properties:
LUMO level (spin up / spin down) ... -0.0003 / -0.0003 Eh
Charge ... 0
HOMO-LUMO gap (spin up / spin down) ... 7.43 / 7.43 eV
HOMO (spin up / spin down) ... -7.4379 / -7.4392 eV


3 takes first place; second place is 141.9 kJ/mol up.


--- 1 ---
# C3H6N4

An isolated molecule of C3H6N4 (ωB97M-V/def2-TZVPD, the Open Molecules 2025 dataset).

XYZ file:
```
13
Properties=species:S:1:pos:R:3:lowdin_charge:R:1
N -1.43 -0.91 -1.54 0.10
N 1.60 -1.28 -0.76 0.07
N -0.20 -0.02 0.35 -0.07
N 0.67 1.71 1.54 0.06
C 1.05 -0.21 -0.27 -0.29
C -0.40 1.15 1.19 -0.24
C -1.39 -0.34 -0.49 -0.30
H 1.56 1.14 1.39 0.07
H -2.36 -0.08 0.01 0.12
H 0.99 -2.26 -0.76 0.13
H -0.36 -1.13 -1.83 0.09
H 1.62 0.70 -0.04 0.09
H -1.45 1.60 1.47 0.16
```

Computed properties:
LUMO level ... 0.0129 Eh
Charge ... 0
SMILES ... [H]/N=C\N(/C=N\[H])/C=N\[H]
HOMO-LUMO gap ... 10.25 eV
HOMO ... -9.9042 eV


--- 2 ---
# C3H6N4

An isolated molecule of C3H6N4 (ωB97M-V/def2-TZVPD, the Open Molecules 2025 dataset).

XYZ file:
```
13
Properties=species:S:1:pos:R:3:lowdin_charge:R:1
N -1.05 0.83 0.38 0.04
N 1.09 1.04 -0.66 0.07
N 1.98 -0.56 0.84 0.07
N -0.80 -1.32 -0.50 0.10
C -1.49 -0.44 0.12 -0.29
C 0.04 1.55 -0.11 -0.16
C 1.67 -0.16 -0.33 -0.41
H 1.98 -0.70 -1.27 0.11
H -1.77 1.41 0.77 0.12
H -0.09 2.61 0.12 0.12
H -1.30 -2.20 -0.62 0.06
H 2.28 -1.52 0.78 0.02
H -2.54 -0.54 0.47 0.13
```

Computed properties:
LUMO level ... 0.0192 Eh
Charge ... 0
SMILES ... [H]/N=C/N=C\N/C=N/[H]
HOMO-LUMO gap ... 9.36 eV
HOMO ... -8.8395 eV


--- 3 ---
# C3H6N4

A cluster of 2 separate species, C3H6N4 in total (ωB97M-V/def2-TZVPD, the Open Molecules 2025 dataset).

XYZ file:
```
13
Properties=species:S:1:pos:R:3:lowdin_charge:R:1
N 2.70 1.08 0.16 0.19
N -1.05 -1.47 -0.30 0.12
N 2.89 -1.16 -0.28 0.10
N 2.80 -0.03 0.02 -0.34
C -2.14 -0.99 0.18 -0.07
C -0.97 -0.10 0.33 -0.36
C -0.81 1.24 -0.42 -0.07
H -1.16 1.14 -1.40 0.06
H -3.13 -1.20 0.39 0.08
H 0.23 1.34 -0.67 0.03
H -1.13 1.93 0.31 0.07
H -0.62 0.06 1.38 0.12
H 2.38 -1.84 0.29 0.09
```

Computed properties:
LUMO level ... 0.0384 Eh
Charge ... 0
HOMO-LUMO gap ... 10.92 eV
HOMO ... -9.8740 eV


2 takes first place; second place is 146.6 kJ/mol up.


--- 1 ---
# C3H6N4

An isolated molecule of C3H6N4 (ωB97M-V/def2-TZVPD, the Open Molecules 2025 dataset).

XYZ file:
```
13
Properties=species:S:1:pos:R:3:lowdin_charge:R:1
N -0.48 -1.90 0.03 -0.02
N -0.05 2.70 -0.09 -0.04
N 0.70 1.65 -0.29 0.00
N -1.09 2.30 0.64 -0.02
C 0.45 -0.88 -0.41 -0.29
C -1.08 0.89 0.78 -0.06
C 0.04 0.46 0.00 -0.26
H -1.71 0.09 1.17 0.09
H -0.20 -2.71 -0.51 0.07
H 1.53 -1.18 -0.02 0.15
H -0.17 -2.15 1.00 0.10
H 1.57 1.73 -0.78 0.15
H 0.48 -1.00 -1.50 0.12
```

Computed properties:
LUMO level ... 0.0224 Eh
Charge ... 0
SMILES ... NCc1cnn[nH]1
HOMO-LUMO gap ... 9.86 eV
HOMO ... -9.2543 eV


--- 2 ---
# C3H6N4

An isolated molecule of C3H6N4 (ωB97M-V/def2-TZVPD, the Open Molecules 2025 dataset).

XYZ file:
```
13
Properties=species:S:1:pos:R:3:lowdin_charge:R:1
N -1.09 -0.28 0.27 -0.04
N -1.21 -0.49 1.63 -0.09
N 0.52 0.31 -1.31 0.04
N 2.84 0.81 -0.93 0.09
C 1.80 0.61 -1.67 -0.29
C 0.10 0.12 -0.03 -0.19
C -2.39 -0.95 1.89 -0.04
H -3.16 -1.03 1.12 0.07
H 2.69 0.64 0.05 0.01
H 0.82 0.33 0.83 0.14
H 1.94 0.80 -2.72 0.11
H -0.17 0.25 -2.03 0.13
H -2.68 -1.12 2.91 0.05
```

Computed properties:
LUMO level ... 0.0189 Eh
Charge ... 0
SMILES ... [H]/N=C\N/C=N/N=C
HOMO-LUMO gap ... 9.56 eV
HOMO ... -9.0487 eV


--- 3 ---
# C3H6N4

A cluster of 2 separate species, C3H6N4 in total (ωB97M-V/def2-TZVPD, the Open Molecules 2025 dataset).

XYZ file:
```
13
Properties=species:S:1:pos:R:3:lowdin_charge:R:1
N 1.72 -0.73 0.51 -0.02
N 1.69 0.88 -1.11 0.09
N -0.95 0.51 0.06 0.09
N 1.25 -0.13 -0.54 -0.18
C 1.22 -0.79 1.70 -0.01
C -1.61 1.00 -0.90 -0.12
C -1.90 -0.39 -0.71 -0.13
H -1.38 -1.13 -1.23 0.06
H 1.80 -1.40 2.30 0.03
H -2.75 -0.77 -0.31 0.04
H 0.35 -0.33 2.17 0.06
H -1.67 1.87 -1.44 0.09
H 2.22 1.40 -0.52 0.00
```

Computed properties:
LUMO level ... 0.0247 Eh
Charge ... 0
SMILES ... [H]/N=N\N=C.C1=NC1
HOMO-LUMO gap ... 9.76 eV
HOMO ... -9.0854 eV


2 takes first place; second place is 10.7 kJ/mol up.


--- 1 ---
# C7H7N

An isolated molecule of C7H7N (ωB97M-V/def2-TZVPD, the Open Molecules 2025 dataset).

XYZ file:
```
15
Properties=species:S:1:pos:R:3:lowdin_charge:R:1
N 2.44 2.87 0.41 0.16
C 1.18 0.69 -0.20 -0.31
C 1.94 1.85 0.07 -0.23
C 1.67 -0.35 0.56 0.12
C -1.30 -1.91 0.14 -0.03
C -1.27 0.50 -0.68 -0.06
C -1.75 -0.71 0.08 -0.21
C -0.03 1.02 -0.88 -0.08
H -0.01 1.93 -1.44 0.10
H -2.43 -0.44 0.93 0.12
H -2.21 0.88 -1.25 0.13
H -1.63 -2.67 0.83 0.05
H 2.36 0.08 1.27 0.07
H 1.32 -1.42 0.41 0.07
H -0.28 -2.31 -0.24 0.08
```

Computed properties:
LUMO level ... -0.0169 Eh
Charge ... 0
SMILES ... C=C/C=C\C(=C)C#N
HOMO-LUMO gap ... 8.95 eV
HOMO ... -9.4049 eV


--- 2 ---
# C7H7N

A cluster of 2 separate species, C7H7N in total (ωB97M-V/def2-TZVPD, the Open Molecules 2025 dataset).

XYZ file:
```
15
Properties=species:S:1:pos:R:3:lowdin_charge:R:1
N 0.43 0.22 -0.12 0.04
C 3.24 -0.16 0.01 -0.07
C -5.08 -0.14 0.12 -0.03
C 1.31 1.31 0.13 -0.14
C 1.05 -1.10 -0.02 -0.10
C 2.43 -1.34 0.09 -0.08
C -6.27 0.04 -0.03 -0.03
C 2.66 1.12 0.04 -0.11
H 0.31 -1.86 -0.18 0.08
H 3.00 -2.24 0.24 0.09
H 4.29 -0.40 -0.26 0.11
H -4.07 0.09 0.53 0.04
H 0.84 2.35 -0.08 0.13
H -7.29 0.12 -0.41 0.02
H 3.17 1.99 -0.05 0.05
```

Computed properties:
LUMO level ... 0.0195 Eh
Charge ... 0
SMILES ... c1ccncc1.C#C
HOMO-LUMO gap ... 10.34 eV
HOMO ... -9.8071 eV


1 takes first place; second place is 20.8 kJ/mol up.